Formula: C3H5NO2
Source: OMol25
Level of theory: ωB97M-V/def2-TZVPD

Geometry (Å):
H (2.34, -0.03, -1.01)
H (-1.49, -1.46, 0.81)
C (-0.33, 0.38, 0.72)
N (0.56, 0.81, -0.31)
O (0.99, -1.43, -0.51)
H (1.01, 1.71, -0.19)
H (-1.77, 0.48, 0.19)
H (-1.20, -0.86, -0.89)
C (1.35, -0.28, -0.65)
C (-1.22, -0.62, 0.17)
O (-0.31, 0.80, 1.86)

Computed properties:
**LUMO energy**: 0.0275 Ha
**Energy relative to the best compared isomer or geometry (same formula, charge and spin)**: 2.091 eV
**SMILES**: CC(=O)NC=O

Formula: C3H5NO2
Source: OMol25
Level of theory: ωB97M-V/def2-TZVPD

Geometry (Å):
O (2.14, -0.29, -0.92)
C (-1.57, 0.18, -0.60)
H (-0.04, -1.05, -1.20)
C (1.77, -0.13, 0.25)
H (0.11, -0.49, 1.63)
H (-2.26, 0.01, -1.43)
N (-0.47, -0.53, -0.42)
H (2.50, 0.03, 1.07)
C (0.39, -0.10, 0.65)
H (-0.84, 1.16, 0.73)
O (-1.81, 1.13, 0.24)

Computed properties:
**LUMO energy**: 0.0239 Ha
**Energy relative to the best compared isomer or geometry (same formula, charge and spin)**: 2.444 eV

Formula: C3H5NO2
Source: OMol25
Level of theory: ωB97M-V/def2-TZVPD

Geometry (Å):
H (-2.08, -1.21, -0.10)
C (1.99, -0.15, -0.09)
H (2.05, 0.82, -0.60)
O (2.95, -0.83, 0.19)
C (-1.75, -0.21, 0.08)
O (-0.33, 1.48, -0.37)
H (0.59, -1.42, 0.68)
H (-2.37, 0.44, 0.70)
C (-0.45, 0.19, -0.01)
N (0.69, -0.53, 0.21)
H (-1.29, 1.43, -0.68)

Computed properties:
**LUMO energy**: 0.0254 Ha
**Energy relative to the best compared isomer or geometry (same formula, charge and spin)**: 2.070 eV
**SMILES**: C=C(O)NC=O

Formula: C3H5NO2
Source: OMol25
Level of theory: ωB97M-V/def2-TZVPD

Geometry (Å):
C (-0.23, -1.36, 0.48)
C (0.86, -0.31, 0.72)
C (-0.47, 2.15, -1.25)
H (0.01, -2.24, -0.14)
O (-1.36, -1.32, 0.91)
O (1.39, 0.14, -0.52)
H (1.66, -0.82, 1.28)
N (-1.20, 1.24, -1.06)
H (-2.16, 1.00, -0.95)
H (0.45, 0.49, 1.35)
H (1.05, 1.03, -0.82)

Computed properties:
**LUMO energy**: 0.0207 Ha
**Energy relative to the best compared isomer or geometry (same formula, charge and spin)**: 3.174 eV